{
  "formula": "C34H54AlN2O18S",
  "method": "ωB97M-V/def2-TZVPD",
  "symbols": ["C", "C", "O", "C", "N", "C", "C", "O", "Al", "S", "C", "C", "C", "O", "N", "C", "C", "C", "C", "C", "C", "H", "H", "H", "H", "H", "H", "H", "H", "H", "H", "H", "H", "H", "H", "H", "H", "H", "H", "H", "H", "H", "H", "H", "H", "C", "C", "C", "O", "C", "O", "O", "H", "H", "H", "H", "H", "H", "C", "C", "C", "O", "C", "O", "O", "H", "H", "H", "H", "H", "H", "C", "C", "C", "O", "C", "O", "O", "H", "H", "H", "H", "H", "H", "C", "C", "C", "O", "C", "O", "O", "H", "H", "H", "H", "H", "H", "C", "C", "C", "O", "C", "O", "O", "H", "H", "H", "H", "H", "H"],
  "coordinates": [[-5.404, 3.016, 3.820], [-5.314, 2.309, 2.485], [-5.848, 0.995, 2.578], [-6.106, 3.025, 1.415], [-6.149, 2.259, 0.174], [-5.476, 2.885, -0.957], [-3.970, 2.903, -0.837], [-3.419, 1.644, -1.119], [-1.987, 1.163, -0.161], [-2.671, 0.104, 1.784], [-0.898, -0.203, -1.137], [0.317, -0.585, -0.299], [1.580, -0.641, -1.066], [1.627, -0.673, -2.254], [2.749, -0.662, -0.274], [3.967, -0.324, -0.965], [4.635, 0.853, -0.578], [5.832, 1.232, -1.201], [6.367, 0.430, -2.215], [5.699, -0.747, -2.611], [4.507, -1.122, -1.985], [-4.542, 2.799, 4.437], [-6.272, 2.648, 4.348], [-5.499, 4.090, 3.711], [-4.283, 2.238, 2.153], [-5.159, 0.434, 2.943], [-5.648, 3.996, 1.238], [-7.103, 3.210, 1.806], [-7.112, 2.133, -0.093], [-5.808, 3.916, -1.133], [-5.726, 2.315, -1.843], [-3.701, 3.232, 0.169], [-3.592, 3.643, -1.540], [-1.087, 2.454, 0.208], [-1.752, 0.570, 2.626], [-0.609, 0.135, -2.119], [-1.534, -1.063, -1.217], [0.494, 0.092, 0.532], [0.188, -1.563, 0.155], [2.841, -1.539, 0.220], [4.208, 1.449, 0.207], [6.321, 2.139, -0.905], [7.287, 0.720, -2.695], [6.106, -1.351, -3.403], [3.988, -2.013, -2.285], [1.085, -0.826, -5.328], [1.835, -1.331, -6.527], [1.802, -2.829, -6.727], [3.033, -3.075, -7.435], [3.900, -2.090, -7.101], [5.058, -2.098, -7.381], [3.270, -1.120, -6.417], [1.356, 0.205, -5.102], [0.017, -0.880, -5.512], [1.316, -1.412, -4.443], [1.511, -0.821, -7.439], [0.956, -3.177, -7.312], [1.837, -3.361, -5.775], [-4.009, -2.641, -1.419], [-3.853, -1.932, -2.741], [-4.866, -2.309, -3.801], [-4.143, -2.081, -5.021], [-2.823, -2.206, -4.747], [-1.967, -2.227, -5.579], [-2.627, -2.308, -3.421], [-3.120, -2.514, -0.810], [-4.857, -2.227, -0.873], [-4.169, -3.711, -1.568], [-3.821, -0.849, -2.597], [-5.772, -1.709, -3.785], [-5.123, -3.371, -3.753], [11.589, 1.198, -2.535], [10.870, 2.452, -2.109], [10.347, 2.474, -0.688], [9.229, 3.365, -0.793], [8.769, 3.307, -2.067], [7.751, 3.777, -2.443], [9.644, 2.621, -2.845], [11.700, 1.175, -3.618], [12.579, 1.159, -2.083], [11.030, 0.310, -2.238], [11.490, 3.334, -2.299], [11.059, 2.851, 0.042], [9.980, 1.494, -0.375], [-7.169, 0.064, 6.598], [-6.268, -0.526, 5.546], [-6.125, -2.035, 5.554], [-4.819, -2.218, 4.993], [-4.097, -1.102, 5.247], [-2.940, -0.971, 5.028], [-4.896, -0.136, 5.757], [-7.009, 1.139, 6.669], [-8.213, -0.114, 6.341], [-6.967, -0.372, 7.577], [-6.556, -0.175, 4.551], [-6.865, -2.555, 4.952], [-6.126, -2.436, 6.571], [0.894, -1.497, 7.001], [1.005, -0.947, 5.603], [0.293, -1.728, 4.525], [1.081, -1.408, 3.363], [2.332, -1.115, 3.772], [3.271, -0.972, 3.059], [2.368, -1.008, 5.127], [1.625, -1.024, 7.656], [-0.104, -1.306, 7.395], [1.079, -2.572, 7.013], [0.695, 0.101, 5.579], [-0.743, -1.438, 4.374], [0.353, -2.806, 4.699]],
  "total_energy_ha": -3432.65315,
  "de_lowest_ev": 0.0000,
  "e_homo_ev": -5.12,
  "total_charge": -1
}

***

{
  "formula": "C34H54O20",
  "method": "ωB97M-V/def2-TZVPD",
  "symbols": ["C", "O", "C", "O", "O", "C", "H", "H", "H", "H", "H", "H", "C", "O", "C", "O", "O", "C", "H", "H", "H", "H", "H", "H", "O", "C", "C", "C", "C", "O", "H", "H", "H", "H", "H", "H", "O", "C", "C", "C", "C", "O", "H", "H", "H", "H", "H", "H", "O", "C", "C", "C", "C", "O", "H", "H", "H", "H", "H", "H", "O", "C", "C", "C", "C", "O", "H", "H", "H", "H", "H", "H", "O", "C", "C", "C", "C", "O", "H", "H", "H", "H", "H", "H", "O", "C", "C", "C", "C", "O", "H", "H", "H", "H", "H", "H", "O", "C", "C", "C", "C", "O", "H", "H", "H", "H", "H", "H"],
  "coordinates": [[33.561, 6.700, 8.471], [32.654, 6.070, 7.558], [32.911, 4.804, 7.277], [33.958, 4.257, 7.476], [31.831, 4.346, 6.641], [31.964, 3.157, 5.897], [33.573, 6.311, 9.482], [33.335, 7.762, 8.402], [34.558, 6.687, 8.024], [32.787, 3.196, 5.180], [31.039, 2.985, 5.351], [32.121, 2.217, 6.432], [28.725, 5.746, 7.759], [28.449, 5.741, 9.160], [27.361, 6.377, 9.581], [26.327, 6.390, 8.956], [27.622, 7.071, 10.669], [26.662, 8.125, 10.970], [28.525, 6.730, 7.333], [28.318, 4.946, 7.152], [29.810, 5.653, 7.786], [26.970, 8.977, 10.366], [26.930, 8.348, 12.002], [25.652, 7.736, 10.947], [28.990, 2.878, 8.052], [28.265, 1.928, 8.085], [27.217, 1.547, 9.108], [26.535, 0.360, 8.445], [27.576, -0.160, 7.444], [28.319, 0.978, 7.109], [27.740, 1.281, 10.026], [26.524, 2.384, 9.176], [26.152, -0.333, 9.195], [25.646, 0.664, 7.889], [28.161, -0.998, 7.824], [26.946, -0.489, 6.614], [20.191, 8.321, 9.763], [21.199, 8.531, 9.151], [21.679, 9.798, 8.521], [23.142, 9.469, 8.301], [23.176, 7.966, 8.091], [22.086, 7.542, 8.967], [21.126, 10.049, 7.615], [21.497, 10.657, 9.167], [23.577, 9.960, 7.424], [23.885, 9.704, 9.069], [22.857, 7.763, 7.063], [24.090, 7.409, 8.276], [30.047, 0.792, 10.668], [30.576, 1.863, 10.737], [31.982, 2.242, 10.549], [32.022, 3.755, 10.794], [30.547, 4.143, 10.709], [29.854, 2.962, 11.100], [32.604, 1.684, 11.246], [32.320, 2.083, 9.524], [32.516, 4.117, 11.696], [32.523, 4.295, 9.987], [30.211, 4.946, 11.364], [30.280, 4.456, 9.699], [27.898, 13.568, 8.452], [27.754, 12.439, 8.048], [27.344, 12.120, 6.641], [27.786, 10.675, 6.511], [27.873, 10.151, 7.945], [28.116, 11.365, 8.740], [26.274, 12.196, 6.443], [27.864, 12.823, 5.997], [27.162, 10.080, 5.848], [28.804, 10.719, 6.115], [26.980, 9.618, 8.270], [28.751, 9.524, 8.079], [30.242, 8.444, 9.843], [30.502, 8.701, 10.990], [30.301, 7.770, 12.213], [30.314, 8.720, 13.401], [30.826, 10.012, 12.849], [30.952, 9.875, 11.428], [29.390, 7.204, 12.049], [31.110, 7.038, 12.298], [29.243, 8.822, 13.615], [30.755, 8.428, 14.350], [30.226, 10.881, 13.117], [31.850, 10.236, 13.162], [24.350, 8.482, 12.944], [23.631, 9.368, 12.567], [24.070, 10.712, 11.972], [22.758, 11.226, 11.369], [21.670, 10.452, 12.121], [22.317, 9.254, 12.521], [24.488, 11.317, 12.778], [24.871, 10.571, 11.249], [22.618, 12.296, 11.524], [22.791, 11.067, 10.292], [21.252, 11.024, 12.951], [20.801, 10.276, 11.486], [25.246, 4.008, 14.697], [24.803, 4.243, 13.603], [23.838, 5.310, 13.244], [23.571, 5.003, 11.763], [24.555, 3.937, 11.311], [25.333, 3.632, 12.514], [22.941, 5.363, 13.850], [24.329, 6.281, 13.241], [22.497, 4.816, 11.664], [23.617, 5.939, 11.198], [24.074, 3.025, 10.969], [25.248, 4.363, 10.588]],
  "total_energy_ha": -2832.77474,
  "smiles": "COC(=O)OC.COC(=O)OC.O=C1CCCO1.O=C1CCCO1.O=C1CCCO1.O=C1CCCO1.O=C1CCCO1.O=C1CCCO1.O=C1CCCO1",
  "de_lowest_ev": 0.0000,
  "e_homo_ev": -9.59
}